<one>
The following is a quantum chemistry calculation of 15 unconnected molecules or ions with the total composition C30H90O15, from the Open Molecules 2025 dataset.

Summary:
frontier orbital gap: 10.0 eV
E_LUMO: -0.04 eV

```
135
Properties=species:S:1:pos:R:3:lowdin_charge:R:1
C -2.33 -8.02 -0.09 -0.076
C -1.96 -6.51 -0.13 -0.329
O -0.85 -6.29 0.69 -0.082
H -1.55 -8.54 -0.65 0.070
H -3.26 -8.24 -0.62 0.063
H -2.46 -8.42 0.92 0.067
H -2.77 -5.83 0.15 0.102
H -1.68 -6.16 -1.13 0.107
H -1.21 -6.43 1.57 0.077
C 6.26 3.95 3.93 -0.089
C 5.06 3.47 3.12 -0.324
O 4.36 2.34 3.64 -0.085
H 6.91 4.69 3.46 0.070
H 6.92 3.12 4.16 0.069
H 5.86 4.37 4.86 0.070
H 5.44 3.11 2.16 0.100
H 4.33 4.25 2.92 0.110
H 4.88 1.54 3.48 0.077
C -0.58 7.10 5.40 -0.084
C -1.99 7.67 5.57 -0.338
O -2.78 6.64 6.09 -0.081
H 0.01 6.90 6.30 0.068
H 0.10 7.77 4.87 0.067
H -0.66 6.13 4.90 0.071
H -2.40 8.07 4.64 0.110
H -2.00 8.44 6.34 0.105
H -3.67 6.89 5.83 0.082
C -5.36 6.62 -0.79 -0.081
C -4.63 5.47 -0.01 -0.309
O -3.30 5.30 -0.47 -0.089
H -5.67 6.33 -1.80 0.065
H -4.76 7.52 -0.82 0.067
H -6.29 6.87 -0.27 0.063
H -5.19 4.57 -0.29 0.101
H -4.65 5.70 1.05 0.102
H -2.86 4.56 -0.03 0.079
C 3.96 -3.77 4.09 -0.071
C 4.62 -3.52 2.70 -0.318
O 5.37 -2.35 2.61 -0.091
H 3.30 -4.63 4.06 0.066
H 3.29 -3.00 4.50 0.065
H 4.64 -3.91 4.93 0.066
H 3.89 -3.52 1.89 0.103
H 5.35 -4.28 2.41 0.104
H 5.52 -2.17 1.68 0.079
C -5.31 -0.71 -3.70 -0.098
C -5.61 -0.49 -5.16 -0.324
O -6.09 -1.69 -5.76 -0.083
H -6.23 -0.86 -3.13 0.075
H -4.77 0.15 -3.31 0.070
H -4.69 -1.56 -3.41 0.070
H -4.76 -0.13 -5.73 0.104
H -6.40 0.25 -5.30 0.112
H -5.36 -2.30 -5.63 0.072
C 0.59 0.69 9.01 -0.085
C 0.05 1.78 8.09 -0.332
O -0.79 2.66 8.81 -0.089
H -0.22 -0.01 9.20 0.069
H 0.85 1.11 9.98 0.074
H 1.43 0.17 8.53 0.073
H -0.54 1.33 7.29 0.108
H 0.86 2.41 7.71 0.106
H -1.18 3.23 8.14 0.076
C -1.46 -3.46 -8.61 -0.091
C -1.58 -4.05 -7.21 -0.307
O -2.74 -4.88 -7.05 -0.095
H -1.40 -4.20 -9.41 0.068
H -0.54 -2.89 -8.75 0.069
H -2.29 -2.80 -8.84 0.074
H -1.66 -3.27 -6.45 0.106
H -0.72 -4.67 -6.91 0.103
H -2.72 -5.60 -7.69 0.074
C -6.65 1.45 4.49 -0.091
C -7.14 1.71 5.93 -0.302
O -8.29 0.89 6.04 -0.095
H -5.76 2.04 4.22 0.066
H -7.41 1.72 3.76 0.071
H -6.47 0.39 4.36 0.069
H -7.39 2.72 6.26 0.112
H -6.35 1.38 6.61 0.098
H -8.09 0.01 5.71 0.073
C 0.22 0.24 -1.00 -0.091
C -0.23 -0.03 0.43 -0.329
O -0.26 1.19 1.15 -0.079
H 0.07 -0.63 -1.63 0.067
H 1.30 0.38 -0.94 0.071
H -0.31 1.06 -1.49 0.074
H 0.51 -0.66 0.93 0.105
H -1.15 -0.62 0.45 0.105
H 0.52 1.14 1.71 0.078
C -2.82 -4.06 5.88 -0.083
C -2.99 -5.57 6.15 -0.343
O -2.03 -6.22 5.39 -0.083
H -1.78 -3.78 6.04 0.071
H -3.47 -3.45 6.50 0.070
H -3.02 -3.86 4.83 0.069
H -4.00 -5.87 5.90 0.107
H -2.72 -5.78 7.19 0.108
H -2.01 -7.16 5.55 0.086
C 10.12 -1.18 -1.82 -0.085
C 9.23 -0.06 -2.39 -0.333
O 7.98 -0.67 -2.51 -0.088
H 9.96 -2.14 -2.30 0.069
H 9.87 -1.43 -0.78 0.071
H 11.16 -0.91 -2.00 0.070
H 9.55 0.25 -3.38 0.108
H 9.21 0.78 -1.70 0.107
H 7.34 -0.06 -2.87 0.083
C 3.04 1.31 -6.57 -0.086
C 3.85 2.49 -6.09 -0.352
O 4.16 2.38 -4.72 -0.083
H 3.71 0.45 -6.60 0.074
H 2.70 1.52 -7.58 0.074
H 2.19 1.14 -5.92 0.078
H 3.33 3.41 -6.35 0.108
H 4.86 2.57 -6.51 0.108
H 4.20 3.27 -4.37 0.079
C -3.26 5.25 -6.72 -0.092
C -2.71 4.64 -8.00 -0.318
O -3.71 4.66 -9.02 -0.090
H -4.14 4.71 -6.37 0.074
H -3.51 6.30 -6.88 0.071
H -2.47 5.18 -5.97 0.070
H -2.32 3.65 -7.79 0.105
H -1.91 5.26 -8.43 0.106
H -3.50 5.35 -9.66 0.075
C 4.25 -5.74 -3.11 -0.072
C 5.82 -5.93 -3.29 -0.310
O 6.35 -5.06 -4.26 -0.083
H 3.72 -6.05 -4.01 0.062
H 4.03 -4.68 -2.95 0.060
H 3.83 -6.31 -2.28 0.061
H 6.06 -6.96 -3.57 0.104
H 6.37 -5.76 -2.37 0.100
H 6.44 -4.21 -3.83 0.079
```

---

<two>
The following is a quantum chemistry calculation of 15 unconnected molecules or ions with the total composition C30H90O15, from the Open Molecules 2025 dataset.

Summary:
frontier orbital gap: 9.9 eV
E_LUMO: 0.44 eV

```
135
Properties=species:S:1:pos:R:3:lowdin_charge:R:1
C -1.82 -2.19 -2.60 -0.073
C -3.24 -2.14 -3.10 -0.330
O -3.25 -2.15 -4.51 -0.075
H -1.25 -1.29 -2.82 0.071
H -1.32 -3.08 -3.00 0.076
H -1.78 -2.39 -1.53 0.065
H -3.85 -1.31 -2.75 0.095
H -3.73 -3.06 -2.77 0.111
H -4.16 -2.30 -4.77 0.083
C -1.83 2.17 3.87 -0.074
C -2.03 3.47 3.13 -0.360
O -1.95 4.57 3.97 -0.068
H -0.79 2.00 4.14 0.079
H -2.18 1.41 3.17 0.052
H -2.46 2.15 4.75 0.077
H -3.00 3.60 2.65 0.110
H -1.20 3.57 2.43 0.095
H -2.76 4.60 4.49 0.084
C 2.23 -0.75 -3.58 -0.088
C 1.56 0.51 -4.09 -0.334
O 1.22 0.27 -5.42 -0.065
H 1.57 -1.62 -3.64 0.065
H 2.44 -0.62 -2.52 0.056
H 3.16 -0.87 -4.13 0.089
H 2.30 1.30 -3.98 0.113
H 0.68 0.74 -3.50 0.102
H 0.69 -0.53 -5.42 0.080
C -4.37 1.78 -4.07 -0.076
C -2.83 1.68 -4.05 -0.265
O -2.33 1.94 -2.75 -0.108
H -4.75 2.78 -3.84 0.060
H -4.90 1.07 -3.44 0.057
H -4.69 1.62 -5.10 0.071
H -2.47 2.46 -4.71 0.119
H -2.53 0.70 -4.41 0.103
H -2.60 1.24 -2.15 0.027
C -3.45 5.13 -1.83 -0.062
C -2.39 4.85 -0.77 -0.310
O -1.33 4.17 -1.33 -0.087
H -3.81 4.23 -2.34 0.047
H -3.16 5.85 -2.59 0.081
H -4.39 5.48 -1.39 0.072
H -2.78 4.29 0.08 0.093
H -1.95 5.77 -0.39 0.113
H -1.64 3.31 -1.62 0.052
C 3.39 0.65 4.10 -0.069
C 3.43 -0.87 3.93 -0.340
O 3.19 -1.50 5.18 -0.083
H 4.05 0.81 4.95 0.075
H 2.38 0.95 4.40 0.070
H 3.71 1.16 3.19 0.063
H 4.38 -1.19 3.52 0.096
H 2.64 -1.12 3.21 0.092
H 2.94 -2.43 5.11 0.018
C 1.43 5.85 0.60 -0.069
C 1.42 4.35 0.42 -0.350
O 1.35 3.98 -0.91 -0.085
H 2.24 6.31 0.03 0.077
H 1.57 6.20 1.63 0.071
H 0.44 6.22 0.35 0.061
H 0.57 3.86 0.90 0.081
H 2.28 3.90 0.92 0.102
H 0.43 4.14 -1.15 0.030
C 2.40 -4.55 2.25 -0.089
C 3.39 -4.27 3.30 -0.321
O 2.72 -4.01 4.50 -0.075
H 1.71 -5.32 2.60 0.095
H 2.91 -4.90 1.34 0.078
H 1.82 -3.65 2.05 0.060
H 4.22 -3.61 3.06 0.115
H 3.85 -5.25 3.42 0.116
H 2.74 -4.77 5.08 0.113
C -5.39 0.91 -0.08 -0.055
C -3.89 1.12 0.07 -0.274
O -3.22 0.24 -0.81 -0.134
H -6.03 1.56 0.53 0.075
H -5.71 -0.11 0.16 0.056
H -5.76 1.14 -1.08 0.068
H -3.58 1.01 1.11 0.102
H -3.61 2.12 -0.26 0.101
H -3.38 -0.65 -0.49 0.030
C -0.50 0.80 0.38 -0.040
C 0.97 0.45 0.57 -0.293
O 1.20 -0.91 0.76 -0.099
H -0.60 1.86 0.59 0.064
H -1.12 0.22 1.07 0.070
H -0.77 0.63 -0.66 0.069
H 1.32 1.04 1.41 0.106
H 1.62 0.71 -0.27 0.107
H 2.15 -1.02 0.74 0.038
C 4.17 2.12 -1.15 -0.078
C 5.36 3.00 -1.59 -0.344
O 6.43 2.44 -0.98 -0.066
H 4.22 1.06 -1.39 0.050
H 3.34 2.60 -1.69 0.060
H 3.96 2.17 -0.08 0.064
H 5.17 4.04 -1.31 0.113
H 5.43 2.95 -2.68 0.110
H 7.22 2.97 -1.12 0.090
C 5.42 -1.72 -1.16 -0.071
C 4.84 -1.90 0.26 -0.267
O 4.02 -0.79 0.68 -0.101
H 4.63 -1.42 -1.85 0.049
H 5.95 -2.63 -1.42 0.083
H 6.11 -0.88 -1.13 0.072
H 5.70 -2.01 0.92 0.112
H 4.25 -2.81 0.31 0.092
H 4.61 -0.12 1.04 0.090
C -5.81 -3.19 0.62 -0.077
C -4.69 -2.45 1.34 -0.284
O -3.67 -2.12 0.38 -0.091
H -5.45 -4.18 0.33 0.076
H -6.03 -2.71 -0.33 0.069
H -6.72 -3.26 1.22 0.077
H -4.35 -3.10 2.14 0.097
H -5.07 -1.54 1.82 0.105
H -2.86 -2.21 0.88 0.060
C -2.06 -2.90 3.80 -0.085
C -0.72 -2.50 3.24 -0.295
O -0.83 -2.57 1.82 -0.102
H -2.33 -3.93 3.58 0.083
H -2.82 -2.25 3.37 0.054
H -2.11 -2.75 4.87 0.081
H 0.06 -3.17 3.60 0.096
H -0.49 -1.47 3.51 0.117
H -0.23 -1.98 1.37 0.026
C 1.22 -3.83 -1.35 -0.067
C 2.58 -4.14 -1.93 -0.330
O 2.49 -4.51 -3.28 -0.073
H 0.51 -4.65 -1.43 0.083
H 0.81 -2.91 -1.76 0.053
H 1.35 -3.71 -0.27 0.046
H 3.06 -5.00 -1.46 0.106
H 3.26 -3.30 -1.80 0.085
H 1.86 -5.21 -3.45 0.086
```

---

Stability, highest: <two>

---

<one>
The following is a quantum chemistry calculation of 2 unconnected molecules or ions with the total composition C2HN3O2, from the Open Molecules 2025 dataset.

Summary:
frontier orbital gap: 9.2 eV
E_LUMO: -0.68 eV
SMILES: n1c2[nH]n1-2.O=C=O

```
8
Properties=species:S:1:pos:R:3:lowdin_charge:R:1
N 0.16 1.35 0.29 0.015
C -0.26 0.26 -0.35 -0.003
N -1.54 1.00 -1.00 0.049
N -0.56 1.88 -0.62 -0.082
H -1.89 0.99 -1.95 0.101
O 2.18 -1.73 0.41 0.197
C 1.36 -1.79 1.21 -0.477
O 0.54 -1.97 2.00 0.201
```

---

<two>
The following is a quantum chemistry calculation of 2 unconnected molecules or ions with the total composition C2HN3O2, from the Open Molecules 2025 dataset.

Summary:
frontier orbital gap: 8.7 eV
E_LUMO: -1.11 eV

```
8
Properties=species:S:1:pos:R:3:lowdin_charge:R:1
C 1.28 2.14 -2.17 0.043
C -2.31 -1.91 0.07 -0.440
N 1.37 1.61 -1.11 -0.105
N 1.40 1.26 0.19 -0.102
N 1.27 0.21 0.92 0.082
O -2.29 -2.86 0.68 0.237
O -2.32 -0.89 -0.49 0.188
H 1.59 0.44 1.92 0.095
```

---

Stability, highest: <two>

---

<one>
The following is a quantum chemistry calculation of a single C2HN3O2 molecule, from the Open Molecules 2025 dataset.

Summary:
frontier orbital gap: 9.9 eV
E_LUMO: -0.97 eV
SMILES: O=C1[C@H]2N1N=[N+]2[O-]

```
8
Properties=species:S:1:pos:R:3:lowdin_charge:R:1
O -2.43 0.24 0.66 0.158
C -1.30 0.17 0.21 -0.345
C 0.01 -0.57 0.07 -0.089
N -0.64 0.29 -0.97 0.121
N 0.68 1.18 -0.72 0.225
N 1.18 0.28 0.07 -0.326
O 2.23 0.13 0.68 0.059
H 0.27 -1.73 0.00 0.197
```

---

<two>
The following is a quantum chemistry calculation of a single C2HN3O2 molecule, from the Open Molecules 2025 dataset.

Summary:
frontier orbital gap: 8.4 eV
E_LUMO: -1.47 eV
SMILES: O=c1nncno1

```
8
Properties=species:S:1:pos:R:3:lowdin_charge:R:1
O -1.84 0.23 0.90 0.189
C -0.77 0.17 0.42 -0.567
N 0.04 -0.82 0.91 0.083
N 1.03 -1.14 0.37 0.075
C 1.42 -0.27 -0.83 -0.077
N 0.57 0.60 -1.28 0.062
O -0.39 1.14 -0.44 0.071
H 2.40 -0.77 -1.34 0.163
```

---

<three>
The following is a quantum chemistry calculation of a single C2HN3O2 molecule, from the Open Molecules 2025 dataset.

Summary:
frontier orbital gap: 8.7 eV
E_LUMO: -2.05 eV
SMILES: O=c1cnnno1

```
8
Properties=species:S:1:pos:R:3:lowdin_charge:R:1
O 2.21 -0.32 -0.35 0.113
C 1.01 -0.28 -0.02 -0.347
C 0.19 0.86 0.28 0.023
N -1.13 0.81 -0.12 0.029
N -1.76 -0.28 -0.32 -0.031
N -1.15 -1.31 -0.09 0.003
O 0.14 -1.46 0.27 0.050
H 0.48 1.99 0.35 0.161
```

---

<four>
The following is a quantum chemistry calculation of a single C2HN3O2 molecule, from the Open Molecules 2025 dataset.

Summary:
frontier orbital gap: 8.6 eV
E_LUMO: -1.82 eV
SMILES: O=c1nncno1

```
8
Properties=species:S:1:pos:R:3:lowdin_charge:R:1
O -0.30 -2.39 0.74 0.160
C -0.15 -1.26 0.40 -0.502
N 0.69 -0.93 -0.72 0.133
N 0.81 0.24 -1.10 0.079
C 0.12 1.24 -0.36 -0.165
N -0.61 1.08 0.65 0.125
O -0.83 -0.26 1.05 0.050
H 0.27 2.28 -0.65 0.121
```

---

Stability, highest: <four>